No. 1
A 12-piece molecular cluster, C52H135N7O24 overall in a non-equilibrium geometry, computed with ωB97M-V/def2-TZVPD.

```
! wB97M-V def2-TZVPD RIJCOSX def2/J DEFGRID3
* xyz 0 1
C 18.977 7.925 -27.790
O 19.950 8.885 -28.100
C 21.237 8.304 -28.148
C 22.251 9.422 -27.933
N 23.629 8.937 -27.867
C 24.026 8.136 -29.070
C 25.547 8.062 -29.072
O 26.084 9.355 -29.271
C 27.425 9.497 -28.887
H 18.132 8.372 -27.258
H 19.307 7.218 -27.018
H 18.656 7.420 -28.705
H 21.466 7.774 -29.080
H 21.448 7.542 -27.386
H 22.041 9.868 -26.953
H 22.177 10.298 -28.591
H 24.199 9.752 -28.093
H 23.585 8.546 -29.982
H 23.723 7.102 -28.890
H 25.847 7.477 -29.955
H 25.962 7.591 -28.177
H 28.106 8.740 -29.284
H 27.559 9.543 -27.800
H 27.758 10.479 -29.225
C 8.636 12.950 -22.758
O 10.032 12.740 -22.722
C 10.718 13.433 -23.723
C 12.231 13.211 -23.631
N 12.594 12.008 -24.374
C 14.004 11.662 -24.158
C 14.324 10.497 -25.078
O 14.678 11.046 -26.336
C 14.977 10.077 -27.337
H 8.161 12.114 -23.274
H 8.363 13.921 -23.180
H 8.233 13.005 -21.745
H 10.521 14.516 -23.722
H 10.364 13.165 -24.731
H 12.500 13.163 -22.575
H 12.737 14.073 -24.088
H 12.439 12.226 -25.353
H 14.041 11.264 -23.142
H 14.804 12.395 -24.313
H 13.468 9.815 -25.104
H 15.188 9.937 -24.694
H 15.946 9.649 -27.064
H 15.030 10.610 -28.281
H 14.254 9.260 -27.371
C 13.289 3.262 -16.160
O 13.479 4.414 -16.933
C 14.396 4.259 -18.011
C 14.530 5.577 -18.752
N 14.916 6.669 -17.856
C 14.673 7.970 -18.496
C 15.345 8.118 -19.837
O 15.525 9.522 -20.040
C 16.032 9.838 -21.302
H 13.021 2.363 -16.723
H 12.582 3.449 -15.354
H 14.228 3.003 -15.648
H 14.088 3.484 -18.722
H 15.383 3.919 -17.681
H 13.596 5.782 -19.293
H 15.338 5.430 -19.475
H 14.193 6.650 -17.138
H 15.087 8.766 -17.874
H 13.598 8.175 -18.587
H 14.749 7.718 -20.662
H 16.365 7.729 -19.727
H 16.360 10.877 -21.314
H 15.248 9.704 -22.064
H 16.848 9.175 -21.617
C 10.061 2.589 -24.897
O 10.940 1.543 -25.293
C 11.064 0.632 -24.221
C 12.078 -0.450 -24.515
N 13.492 -0.118 -24.218
C 14.006 1.091 -24.914
C 13.909 1.080 -26.430
O 14.225 2.360 -26.925
C 13.216 3.347 -26.761
H 9.458 2.896 -25.753
H 10.568 3.432 -24.423
H 9.308 2.218 -24.194
H 10.132 0.120 -23.943
H 11.396 1.157 -23.312
H 11.922 -0.839 -25.525
H 12.023 -1.342 -23.883
H 13.471 0.115 -23.230
H 15.021 1.238 -24.552
H 13.403 1.950 -24.596
H 13.001 0.662 -26.869
H 14.729 0.454 -26.802
H 13.500 4.207 -27.362
H 13.159 3.699 -25.726
H 12.233 2.981 -27.063
C 25.104 3.710 -28.755
O 24.508 3.601 -27.492
C 25.160 2.697 -26.624
C 24.137 1.923 -25.817
N 23.381 2.846 -24.970
C 22.124 2.273 -24.452
C 21.269 3.370 -23.857
O 21.027 4.280 -24.918
C 19.942 5.152 -24.755
H 24.877 2.921 -29.483
H 26.196 3.764 -28.726
H 24.711 4.610 -29.230
H 25.829 3.201 -25.919
H 25.786 1.981 -27.166
H 24.628 1.281 -25.078
H 23.517 1.293 -26.469
H 23.006 3.592 -25.556
H 22.394 1.533 -23.692
H 21.592 1.816 -25.297
H 21.783 3.886 -23.043
H 20.381 2.868 -23.458
H 19.598 5.483 -25.738
H 20.169 6.024 -24.137
H 19.066 4.625 -24.360
C 18.429 5.371 -21.463
O 19.541 6.222 -21.402
C 19.876 6.723 -20.099
C 21.303 7.204 -20.026
N 21.519 8.491 -20.690
C 22.841 8.996 -20.267
C 23.130 10.404 -20.751
O 24.449 10.676 -20.336
C 24.699 12.008 -19.970
H 18.295 5.065 -22.497
H 17.487 5.819 -21.124
H 18.584 4.451 -20.884
H 19.777 5.915 -19.366
H 19.176 7.551 -19.962
H 22.016 6.413 -20.300
H 21.515 7.341 -18.961
H 21.563 8.337 -21.699
H 23.587 8.295 -20.661
H 22.849 9.030 -19.178
H 22.389 11.046 -20.260
H 22.994 10.488 -21.834
H 23.972 12.309 -19.202
H 24.499 12.737 -20.765
H 25.700 12.149 -19.576
C 11.767 4.134 -21.678
O 10.995 4.777 -20.665
C 10.830 3.881 -19.582
C 10.356 4.651 -18.355
N 11.202 5.735 -17.955
C 10.648 6.445 -16.810
C 11.406 7.757 -16.525
O 12.678 7.577 -15.967
C 13.124 8.615 -15.146
H 11.887 4.857 -22.483
H 11.178 3.292 -22.061
H 12.708 3.774 -21.257
H 11.783 3.417 -19.295
H 10.117 3.095 -19.849
H 10.130 3.872 -17.599
H 9.335 5.029 -18.506
H 12.091 5.327 -17.628
H 10.717 5.937 -15.836
H 9.607 6.732 -16.960
H 10.793 8.351 -15.837
H 11.453 8.282 -17.487
H 14.145 8.452 -14.810
H 12.508 8.698 -14.240
H 13.058 9.594 -15.634
O 18.605 8.124 -23.319
C 19.375 9.310 -23.474
C 20.646 9.178 -24.289
O 21.550 8.307 -23.562
H 19.184 7.504 -22.834
H 18.708 9.979 -24.023
H 19.582 9.713 -22.479
H 21.160 10.136 -24.393
H 20.462 8.693 -25.249
H 22.167 7.950 -24.209
O 16.955 4.894 -28.570
C 16.210 3.674 -28.341
C 16.482 2.524 -29.293
O 17.771 1.930 -29.080
H 17.857 4.627 -28.794
H 16.368 3.525 -27.273
H 15.174 3.966 -28.495
H 16.457 2.908 -30.313
H 15.741 1.735 -29.168
H 17.653 1.270 -28.392
O 11.376 6.915 -28.005
C 12.215 7.287 -26.892
C 11.478 6.665 -25.716
O 12.148 6.902 -24.475
H 11.690 7.333 -28.810
H 13.213 6.859 -27.010
H 12.181 8.379 -26.920
H 11.332 5.586 -25.744
H 10.455 7.052 -25.710
H 11.991 7.804 -24.175
O 15.701 6.280 -26.515
C 16.413 6.164 -25.295
C 15.650 6.643 -24.089
O 14.615 5.726 -23.670
H 16.163 5.740 -27.176
H 16.663 5.101 -25.166
H 17.389 6.659 -25.362
H 15.125 7.537 -24.443
H 16.286 6.895 -23.246
H 13.748 6.075 -23.920
O 15.646 1.330 -20.029
C 16.361 1.810 -21.149
C 15.542 2.939 -21.780
O 16.050 3.535 -22.949
H 15.929 0.433 -19.839
H 17.366 2.165 -20.903
H 16.488 1.049 -21.925
H 15.349 3.691 -21.004
H 14.561 2.514 -22.034
H 15.365 4.165 -23.251
*
```

Values from the calculation:
- SMILES: COCCNCCOC.COCCNCCOC.COCCNCCOC.COCCNCCOC.COCCNCCOC.COCCNCCOC.COCCNCCOC.OCCO.OCCO.OCCO.OCCO.OCCO
- Electronic energy: -4250.834403 hartree

***

No. 2
A 14-piece molecular cluster, C52H141N9O17 overall in a non-equilibrium geometry, computed with ωB97M-V/def2-TZVPD.

```
! wB97M-V def2-TZVPD RIJCOSX def2/J DEFGRID3
* xyz 0 1
C -3.554 -0.328 6.865
C -3.971 0.033 5.407
C -4.148 -1.181 4.578
O -3.011 -1.976 4.493
C -1.992 -1.329 3.791
N -5.212 0.851 5.359
H -4.250 -1.077 7.267
H -3.532 0.558 7.495
H -2.576 -0.817 6.877
H -3.174 0.699 5.055
H -4.511 -0.899 3.577
H -4.959 -1.775 5.014
H -1.510 -0.615 4.477
H -2.312 -0.820 2.879
H -1.202 -2.030 3.524
H -5.873 0.408 6.013
H -5.007 1.697 5.899
C 4.374 -3.793 1.457
C 3.232 -3.636 2.434
C 1.881 -4.092 1.876
O 1.473 -3.150 0.896
C 0.210 -3.412 0.399
N 3.413 -4.354 3.710
H 5.145 -3.053 1.708
H 4.051 -3.528 0.449
H 4.864 -4.765 1.410
H 3.003 -2.596 2.695
H 1.168 -4.035 2.712
H 1.960 -5.120 1.484
H -0.114 -2.567 -0.200
H -0.520 -3.505 1.223
H 0.158 -4.355 -0.163
H 3.794 -5.275 3.544
H 4.013 -3.833 4.340
C -5.887 -2.267 0.073
C -7.190 -3.002 0.014
C -7.122 -4.248 -0.809
O -7.064 -3.892 -2.157
C -6.669 -4.957 -3.000
N -7.593 -3.381 1.387
H -5.095 -2.856 0.551
H -5.975 -1.312 0.582
H -5.512 -2.226 -0.959
H -7.970 -2.334 -0.380
H -7.958 -4.935 -0.596
H -6.225 -4.811 -0.488
H -7.212 -4.847 -3.936
H -6.929 -5.910 -2.533
H -5.597 -4.904 -3.202
H -8.472 -3.900 1.331
H -7.857 -2.547 1.908
C 0.439 7.442 2.153
C 0.389 5.904 2.091
C 1.486 5.330 1.261
O 1.357 5.794 -0.035
C 2.241 5.128 -0.890
N 0.484 5.281 3.480
H 0.273 7.852 1.156
H 1.384 7.722 2.619
H -0.376 7.811 2.779
H -0.595 5.582 1.730
H 1.412 4.232 1.233
H 2.477 5.538 1.700
H 2.123 5.484 -1.922
H 2.059 4.045 -0.955
H 3.321 5.253 -0.706
H 1.458 5.376 3.787
H -0.027 5.882 4.122
C 0.969 0.831 1.767
C 0.513 0.787 0.285
C -0.988 0.729 0.144
O -1.622 -0.444 0.539
C -2.725 -0.816 -0.243
N 0.952 1.994 -0.476
H 1.141 -0.171 2.168
H 0.174 1.237 2.404
H 1.886 1.404 1.867
H 0.935 -0.142 -0.118
H -1.217 0.927 -0.917
H -1.395 1.612 0.670
H -3.584 -0.864 0.437
H -2.574 -1.850 -0.567
H -2.941 -0.109 -1.043
H 0.267 2.727 -0.248
H 0.729 1.793 -1.462
C -1.211 5.811 -2.947
C -0.770 4.364 -2.736
C -1.971 3.500 -2.327
O -2.940 3.548 -3.363
C -4.020 2.696 -3.079
N -0.108 3.868 -3.983
H -0.340 6.419 -3.191
H -1.674 6.194 -2.032
H -1.990 5.917 -3.703
H -0.041 4.383 -1.923
H -2.382 3.829 -1.359
H -1.677 2.444 -2.212
H -3.697 1.652 -2.977
H -4.730 2.758 -3.900
H -4.490 3.021 -2.144
H -0.781 4.049 -4.725
H 0.002 2.863 -3.934
C 0.663 -1.586 -3.142
C -0.182 -0.428 -3.645
O 0.325 0.823 -3.152
H 1.621 -1.595 -3.650
H 0.101 -2.513 -3.309
H 0.781 -1.536 -2.059
H -1.226 -0.447 -3.350
H -0.065 -0.404 -4.732
H 1.082 1.084 -3.705
C 5.945 2.716 0.113
C 4.483 2.676 0.544
O 3.791 1.850 -0.391
H 6.007 3.015 -0.934
H 6.342 1.719 0.283
H 6.414 3.529 0.676
H 4.004 3.670 0.541
H 4.398 2.366 1.601
H 2.885 1.621 -0.081
C -4.433 2.013 1.963
C -3.381 3.086 2.206
O -2.891 3.577 0.962
H -4.733 1.576 2.920
H -4.038 1.200 1.352
H -5.293 2.465 1.466
H -2.561 2.598 2.754
H -3.817 3.839 2.866
H -2.771 4.526 1.078
C -5.021 0.104 -3.704
C -6.399 -0.380 -3.332
O -7.439 0.274 -4.010
H -4.644 -0.411 -4.588
H -4.372 0.106 -2.833
H -5.041 1.143 -4.064
H -6.575 -0.482 -2.249
H -6.469 -1.460 -3.571
H -8.240 -0.194 -3.749
C 0.460 -1.882 7.120
C 0.734 -2.603 5.817
O 1.619 -1.875 4.971
H -0.184 -1.030 6.925
H 1.431 -1.526 7.481
H 0.049 -2.568 7.852
H -0.210 -2.678 5.259
H 1.085 -3.634 5.909
H 2.083 -2.525 4.444
C 4.063 3.744 4.434
O 5.425 3.872 4.095
C 6.332 3.311 4.984
C 7.425 2.682 4.164
N 6.936 1.526 3.392
C 7.986 0.910 2.614
C 8.979 1.916 2.047
O 9.775 1.218 1.129
C 10.411 2.068 0.258
H 3.499 4.538 3.938
H 3.873 3.830 5.514
H 3.635 2.788 4.125
H 5.859 2.559 5.626
H 6.770 4.106 5.598
H 8.252 2.426 4.833
H 7.765 3.495 3.498
H 6.294 1.941 2.715
H 7.545 0.291 1.833
H 8.562 0.200 3.223
H 9.600 2.330 2.850
H 8.397 2.718 1.572
H 11.328 1.628 -0.149
H 10.789 2.972 0.756
H 9.738 2.295 -0.574
C -0.576 -9.494 -3.113
O -1.850 -9.047 -3.488
C -2.879 -9.650 -2.759
C -4.180 -8.923 -2.989
N -4.249 -7.583 -2.530
C -4.281 -7.438 -1.075
C -4.329 -5.977 -0.745
O -3.204 -5.426 -1.343
C -3.007 -4.048 -1.050
H 0.153 -9.114 -3.823
H -0.497 -10.592 -3.149
H -0.346 -9.150 -2.097
H -2.720 -9.709 -1.670
H -3.040 -10.680 -3.126
H -4.927 -9.546 -2.482
H -4.435 -8.927 -4.051
H -3.513 -6.994 -2.899
H -3.392 -7.857 -0.580
H -5.199 -7.943 -0.765
H -4.270 -5.821 0.338
H -5.214 -5.523 -1.206
H -3.723 -3.478 -1.662
H -1.989 -3.809 -1.333
H -3.209 -3.867 0.012
C 4.785 -0.682 -2.679
O 5.453 0.276 -3.461
C 4.634 1.037 -4.277
C 3.666 1.929 -3.537
N 2.828 2.656 -4.437
C 3.564 3.552 -5.317
C 2.673 4.019 -6.406
O 3.416 4.897 -7.201
C 2.727 5.308 -8.358
H 3.971 -1.193 -3.228
H 4.298 -0.282 -1.778
H 5.533 -1.419 -2.393
H 4.157 0.477 -5.105
H 5.345 1.626 -4.874
H 4.201 2.588 -2.841
H 3.102 1.249 -2.887
H 2.116 3.207 -3.968
H 4.488 3.140 -5.709
H 3.909 4.420 -4.721
H 1.800 4.559 -6.027
H 2.363 3.148 -6.998
H 2.353 4.462 -8.961
H 3.442 5.807 -9.022
H 1.911 6.014 -8.153
*
```

Values from the calculation:
- Electronic energy: -3837.319403 hartree

***

It is found that the ΔE to the lowest compared entry with this formula, charge and spin values, taken in the order of the records, are 19.27; 40.92 kcal/mol.
It is found that the HOMO energy values, taken in the order of the records, are -8.45; -8.62 eV.